39
Properties=species:S:1:pos:R:3:forces:R:3 method="wB97M-V/def2-TZVPD" charge=0 homo_energy_ev="-8.11 / -8.07" e_above_lowest_kcal_mol=3.4 e_lumo_ev="-0.70 / -1.09" multiplicity=2 total_energy_ev=-105758.8161
C -2.378 -2.446 -2.855 0.0 0.0 0.1
H 2.951 -2.118 2.908 0.0 0.0 0.0
N -0.344 0.341 -1.556 0.0 0.1 -0.3
H 1.219 4.621 -1.155 0.0 0.0 0.0
C -2.842 -3.515 1.230 0.0 0.0 0.1
H -1.189 -2.166 -4.621 0.0 0.0 0.0
C 0.196 1.528 -2.131 0.0 -0.2 0.2
I 0.215 2.451 0.747 0.0 0.3 0.3
C 0.984 2.826 -4.007 0.0 0.0 0.0
O 1.091 -0.898 1.862 0.0 0.1 -0.1
C 0.492 2.613 -1.308 0.1 0.0 -0.2
H -3.321 -2.709 1.790 0.0 0.0 0.0
C 1.237 3.909 -3.179 0.0 0.0 0.0
O -2.841 -0.911 -4.645 0.0 0.0 0.0
Cl 3.210 -3.716 1.220 0.0 0.0 0.0
Cu 0.156 -0.181 0.252 -0.1 -0.6 0.0
H 1.635 4.829 -3.582 0.0 0.0 0.0
C 2.063 -1.282 1.142 0.0 0.0 0.1
O 2.113 -1.046 -0.078 0.1 0.1 0.0
C 0.478 1.646 -3.490 0.0 0.0 0.0
C 3.164 -2.062 1.847 0.0 0.0 0.1
H 1.198 2.889 -5.066 0.0 0.0 0.0
C -1.887 -1.970 -0.518 0.0 0.2 0.2
H -2.737 -2.981 -4.874 0.0 0.0 0.0
H -3.550 -4.194 -3.151 0.0 0.0 0.0
C 1.000 3.796 -1.818 0.0 0.0 0.0
Cl 4.717 -1.238 1.646 0.0 0.0 0.0
C -2.673 -3.141 -0.207 -0.1 -0.1 0.0
O -1.398 -1.302 0.467 0.1 -0.1 0.0
C -2.245 -2.176 -4.325 0.0 0.0 0.0
N -3.227 -3.881 -1.126 0.1 0.2 -0.1
H -1.289 -0.104 -3.311 0.0 0.0 0.0
H 0.328 0.802 -4.149 0.0 0.0 0.0
C -1.750 -1.622 -1.874 0.0 0.1 -0.3
H -3.446 -4.417 1.292 0.0 0.0 0.0
H -3.112 -0.924 -5.566 0.0 0.0 0.0
C -1.092 -0.421 -2.291 -0.1 0.0 0.1
H -1.874 -3.680 1.707 0.0 0.0 0.0
C -3.075 -3.535 -2.433 -0.1 -0.1 0.0

14
Properties=species:S:1:pos:R:3:forces:R:3 method="wB97M-V/def2-TZVPD" charge=0 homo_energy_ev=-8.47 e_above_lowest_kcal_mol=34.0 e_lumo_ev=0.70 total_energy_ev=-9278.4349 smiles="NC=O.NCO"
H -0.233 0.565 -2.524 -0.1 -0.1 -0.1
H 0.254 -0.809 0.746 0.1 0.7 -0.1
H -0.341 -1.127 2.284 0.1 -0.2 0.0
O -0.840 1.686 0.783 -0.1 0.1 0.2
H -0.361 0.527 -0.877 0.2 -0.4 0.4
N -0.085 0.003 -1.699 0.0 1.1 -0.8
O 1.457 -1.445 -0.854 0.3 0.3 0.3
C 1.003 -0.799 -1.773 -0.6 -0.8 0.3
N -0.331 -0.497 1.506 -0.7 -0.5 0.5
H -0.695 2.538 1.212 0.0 -0.1 -0.4
H -0.485 1.152 2.760 0.2 0.3 -0.3
H -1.991 0.591 2.164 -0.1 0.0 -0.7
H 1.353 -0.959 -2.800 0.1 0.2 -0.2
C -0.951 0.753 1.836 0.6 -0.4 1.0

20
Properties=species:S:1:pos:R:3:forces:R:3 method="wB97M-V/def2-TZVPD" charge=0 homo_energy_ev="-3.28 / -8.27" e_above_lowest_kcal_mol=65.8 e_lumo_ev="0.78 / 0.67" multiplicity=2 total_energy_ev=-9381.8383
H -0.195 1.040 -2.701 0.7 0.4 0.1
H 1.283 1.018 0.022 0.0 0.1 0.0
H 1.403 0.265 -2.299 0.1 0.4 -0.1
H -0.098 1.032 5.671 -0.1 0.4 0.2
H 1.400 -1.717 -1.290 -0.5 0.1 1.2
C 0.555 1.414 -0.682 -0.8 0.4 0.4
O 0.003 0.246 5.143 0.2 -0.5 -0.3
C 0.413 0.551 -1.927 -1.3 -1.1 0.2
C -0.389 -0.705 -1.597 0.9 -0.8 -0.9
H -1.037 -3.169 -0.410 0.0 0.4 0.0
N -0.078 -2.845 -0.383 -0.5 -1.2 -0.1
H -0.861 1.613 1.160 0.6 0.0 -0.1
H -1.339 2.362 -0.295 0.0 0.0 0.2
H -1.320 0.701 -0.197 -0.4 -0.3 0.3
C 0.308 -1.754 -1.067 1.0 1.1 -1.1
H 0.781 2.407 -1.018 0.4 0.6 0.4
H -1.178 -0.887 -2.314 -1.0 0.0 0.9
N -0.816 1.547 0.099 0.7 0.0 -1.5
H 0.597 0.496 4.424 -0.2 0.0 0.1
H 0.569 -3.615 -0.339 0.1 0.1 0.0

7
Properties=species:S:1:pos:R:3:forces:R:3 method="wB97M-V/def2-TZVPD" charge=+1 homo_energy_ev="-15.38 / -17.57" e_above_lowest_kcal_mol=5.2 e_lumo_ev="-4.66 / -12.00" multiplicity=3 total_energy_ev=-6202.8359
H -0.935 -0.684 -0.116 -1.1 -0.7 -0.1
H 0.952 -0.652 -0.392 -0.4 0.1 -0.2
C -3.756 0.079 0.002 -0.4 -0.2 0.0
O -4.838 -0.220 0.011 0.5 0.2 0.0
C 0.011 -0.148 -0.059 1.7 0.1 0.2
O -0.099 1.127 0.033 -1.4 1.3 0.5
H -0.852 1.818 0.030 1.2 -0.8 -0.4

21
Properties=species:S:1:pos:R:3:forces:R:3 method="wB97M-V/def2-TZVPD" charge=0 homo_energy_ev=-8.73 e_above_lowest_kcal_mol=66.0 e_lumo_ev=0.98 total_energy_ev=-9863.5030
N -0.089 1.842 -1.857 0.4 -0.1 0.0
H -1.001 0.097 -1.383 0.9 0.5 0.5
H -1.241 3.326 0.469 0.0 0.0 0.1
C -0.661 2.540 0.960 0.2 -0.1 -0.1
H -0.954 2.467 2.007 0.0 0.1 -0.1
C -0.537 1.029 -0.983 -2.3 0.6 -0.6
H -1.346 -1.569 -0.738 0.1 -0.7 0.7
H -0.988 0.447 0.900 0.2 0.2 -0.1
H 1.733 -2.831 0.099 0.0 0.0 0.1
C 1.273 -0.728 -0.395 -0.2 -2.1 1.8
H 0.396 2.832 0.924 0.0 0.0 0.0
C 1.559 -1.852 0.537 0.2 -0.1 0.1
H 2.151 -1.624 1.413 0.1 -0.2 0.1
C -0.804 -2.217 -0.001 -1.1 0.2 -1.6
N 0.183 -1.418 0.639 2.5 2.1 -1.4
H 0.167 2.752 -1.479 0.0 -0.1 0.2
H -0.419 -3.065 -0.583 0.1 0.0 0.2
H -1.532 -2.554 0.736 0.1 -0.2 0.0
H 1.709 0.224 -0.134 -0.6 0.1 0.2
N -0.912 1.273 0.319 0.1 -0.3 -0.2
H 1.313 -0.970 -1.450 -0.7 0.0 0.1

17
Properties=species:S:1:pos:R:3:forces:R:3 method="wB97M-V/def2-TZVPD" charge=+1 homo_energy_ev=-15.07 e_above_lowest_kcal_mol=20.5 e_lumo_ev=-3.68 total_energy_ev=-7300.0592 smiles="CCCNC=[NH2+]"
H -1.302 -2.625 1.634 0.4 -1.3 -0.1
H 1.347 -0.573 0.624 0.0 -0.2 0.3
H 0.539 2.503 -1.350 0.5 -0.2 -0.1
N -0.463 -2.228 1.251 -0.7 2.0 -0.8
C -0.361 0.691 -1.974 -1.4 0.6 -0.9
H -1.533 -0.401 1.071 -0.4 -0.5 0.0
C -0.606 -0.947 0.970 1.7 1.6 0.9
H 0.454 -2.573 1.019 -0.3 -1.2 0.6
H 1.673 1.068 -1.359 0.0 0.4 -0.2
H -1.399 0.952 -1.707 0.3 0.4 0.2
C 0.661 1.433 -1.149 0.0 -0.8 1.4
C 0.402 1.273 0.358 -0.8 -0.8 -0.3
H -0.445 -0.398 -2.047 1.0 0.1 0.2
H -0.232 1.121 -2.967 -0.2 -0.6 -0.3
H 1.152 1.753 0.980 -0.3 0.4 0.0
N 0.437 -0.157 0.788 -0.3 -0.1 -1.1
H -0.638 1.591 0.530 0.5 0.3 0.4